{
  "formula": "C27H38IrN7O2PS2Sb",
  "method": "wB97M-V/def2-TZVPD",
  "elements": ["Ir", "C", "C", "C", "C", "C", "C", "N", "Sb", "C", "C", "C", "C", "C", "C", "N", "C", "C", "C", "C", "C", "C", "N", "H", "H", "H", "H", "H", "H", "H", "H", "H", "H", "H", "H", "H", "H", "H", "H", "H", "H", "C", "C", "O", "P", "S", "S", "O", "C", "C", "H", "H", "H", "H", "H", "H", "H", "H", "H", "H", "C", "C", "C", "C", "N", "C", "N", "N", "N", "H", "H", "H", "H", "H", "H", "H", "H", "H", "H"],
  "coordinates": [[0.92615, 0.67267, 0.25803], [1.46671, -1.77273, 2.61858], [1.02022, -0.52965, 3.31526], [0.97344, -0.51044, 4.70796], [0.57034, 0.62857, 5.37261], [0.21251, 1.73875, 4.62342], [0.27905, 1.66317, 3.24128], [0.67878, 0.55912, 2.60509], [-0.39928, 3.47435, 2.24499], [-1.65276, 2.60085, 0.70040], [-2.99731, 2.93681, 0.73541], [-3.81901, 2.50134, -0.29218], [-3.26167, 1.77126, -1.32707], [-1.90642, 1.46167, -1.29727], [-1.27469, 0.67553, -2.40685], [-1.12639, 1.86776, -0.28303], [1.26796, 3.78871, 0.88119], [1.98093, 4.96970, 1.01453], [2.87981, 5.32686, 0.01976], [3.00082, 4.51249, -1.09068], [2.27120, 3.33005, -1.15888], [2.35651, 2.43912, -2.35809], [1.44235, 2.97656, -0.16497], [1.31872, -2.64191, 3.25741], [2.52760, -1.69936, 2.37526], [0.93834, -1.92132, 1.68124], [1.25906, -1.39890, 5.25390], [0.52034, 0.64707, 6.45352], [-0.11016, 2.65159, 5.10605], [-3.38815, 3.52509, 1.55514], [-4.87481, 2.73962, -0.29350], [-3.86774, 1.43877, -2.15941], [-1.92357, -0.12888, -2.75100], [-0.33602, 0.23670, -2.06801], [-1.06855, 1.32825, -3.25829], [1.82998, 5.60117, 1.88024], [3.45539, 6.23991, 0.09692], [3.66233, 4.77776, -1.90355], [3.21741, 2.69652, -2.97071], [1.45210, 2.55145, -2.96033], [2.44179, 1.39569, -2.05334], [4.31971, -3.73992, 0.67620], [3.83841, -3.02987, -0.57038], [2.97407, -1.95346, -0.16865], [1.85679, -1.32008, -1.12279], [3.23644, 0.76046, 0.79305], [0.70018, -2.77582, -1.88503], [2.80341, -0.79062, -2.33302], [2.34298, -0.61839, -3.68025], [3.47629, -0.01646, -4.48915], [4.97565, -4.56217, 0.39146], [3.47546, -4.13768, 1.23945], [4.87872, -3.05461, 1.31497], [3.29181, -3.71215, -1.22261], [4.67601, -2.60661, -1.12632], [1.46189, 0.03118, -3.69512], [2.04167, -1.58824, -4.07405], [3.93911, 0.79312, -3.92497], [3.09351, 0.37648, -5.43078], [4.23997, -0.76179, -4.70582], [-4.41339, -2.58948, -1.38713], [-4.86572, -2.90777, 0.03633], [-5.75607, -1.80212, 0.59917], [-3.66284, -3.19365, 0.94966], [-2.72902, -2.08391, 1.02257], [-1.60991, -1.88835, 0.31912], [-1.10414, -0.73339, 0.68777], [-1.91771, -0.25085, 1.65397], [-2.88951, -1.04960, 1.86088], [-5.27790, -2.51236, -2.04602], [-3.75799, -3.36800, -1.78389], [-3.87936, -1.63571, -1.42665], [-5.44075, -3.83711, 0.01435], [-5.21580, -0.85762, 0.67500], [-6.11977, -2.06122, 1.59466], [-6.61898, -1.64804, -0.04907], [-3.10633, -4.04995, 0.57135], [-4.00198, -3.40769, 1.96223], [-1.19822, -2.53829, -0.44159]],
  "forces_ev_per_angstrom": [[1.05, 0.38, 0.03], [0.07, 0.06, -0.07], [-0.09, 0.02, 0.10], [-0.05, 0.10, 0.04], [0.01, -0.11, 0.01], [0.04, -0.07, -0.06], [-0.20, 0.48, -0.02], [0.18, -0.20, -0.21], [0.25, -0.42, -0.23], [0.08, 0.35, 0.29], [0.06, -0.01, -0.03], [0.01, -0.04, -0.06], [-0.04, 0.06, 0.09], [0.00, -0.03, -0.01], [0.01, 0.10, 0.13], [-0.07, -0.36, -0.04], [-0.32, 0.16, 0.26], [-0.03, -0.02, -0.02], [0.02, -0.04, -0.08], [-0.03, 0.08, 0.12], [0.01, 0.06, -0.08], [-0.05, 0.05, 0.23], [0.38, -0.18, -0.16], [0.00, 0.02, 0.02], [0.01, -0.03, -0.05], [0.00, -0.03, -0.02], [-0.02, -0.01, -0.01], [0.03, 0.02, 0.00], [-0.04, 0.00, -0.01], [-0.03, 0.01, -0.02], [0.00, -0.01, 0.00], [0.01, -0.02, -0.01], [0.01, -0.02, 0.01], [-0.02, -0.06, -0.09], [0.01, 0.00, -0.01], [-0.03, 0.02, -0.02], [0.01, -0.01, 0.01], [0.00, -0.02, -0.01], [-0.03, 0.02, -0.01], [0.00, -0.01, -0.03], [0.05, 0.10, -0.04], [-0.05, 0.17, -0.09], [0.16, -0.26, -0.05], [0.08, 0.29, 0.27], [-0.53, -1.08, -0.63], [-1.08, -0.11, -0.12], [0.25, 0.68, 0.33], [0.12, 0.28, 0.29], [0.00, -0.05, -0.23], [-0.06, -0.07, 0.18], [0.00, -0.02, 0.04], [0.01, -0.05, -0.01], [0.00, -0.03, 0.01], [-0.06, 0.04, -0.01], [-0.04, 0.04, -0.04], [0.03, 0.01, 0.06], [-0.05, 0.00, 0.02], [0.02, 0.00, -0.13], [0.03, -0.02, -0.03], [0.01, 0.01, 0.02], [-0.04, -0.08, 0.05], [0.15, 0.20, -0.01], [0.00, -0.13, 0.00], [-0.50, -0.16, -0.10], [0.43, -0.03, -0.01], [-0.36, 0.18, -0.07], [0.13, -0.34, 0.25], [-0.01, 0.09, 0.02], [-0.09, -0.05, -0.06], [0.02, 0.03, -0.02], [0.01, 0.03, -0.02], [0.00, 0.01, 0.00], [0.03, -0.04, 0.03], [0.01, 0.03, -0.01], [-0.01, 0.04, 0.00], [0.00, 0.00, 0.01], [0.05, -0.01, 0.06], [0.09, 0.01, 0.02], [0.03, 0.00, 0.05]],
  "mulliken_spin": [2.257, 0.084, -0.034, 0.003, -0.012, 0.009, 0.013, 0.075, 0.021, -0.006, 0.005, 0.001, -0.001, 0.024, -0.045, 0.113, -0.013, 0.002, -0.004, -0.008, -0.037, 0.083, 0.164, -0.002, -0.027, 0.003, 0.001, 0.000, 0.001, 0.000, 0.000, 0.001, 0.000, 0.059, 0.004, 0.002, 0.000, 0.002, -0.001, -0.007, 0.020, 0.000, 0.008, -0.009, 0.304, 1.723, 0.134, 0.044, -0.014, -0.001, 0.000, 0.001, 0.001, 0.001, 0.000, 0.011, 0.001, 0.002, 0.000, 0.000, 0.000, 0.000, 0.000, 0.000, 0.002, 0.010, 0.024, 0.006, 0.004, 0.000, 0.000, 0.000, 0.000, 0.000, 0.000, 0.000, 0.000, 0.000, -0.004],
  "multiplicity": 6,
  "gap_ev": [6.59, 6.05],
  "lumo_ha": [-0.09533, -0.16474],
  "total_energy_ha": -3067.4438,
  "total_charge": 1
}